Entry 1:
C29H25I2N9O8Re | ωB97M-V/def2-TZVPD

Total charge: +2
2S+1: 4
Frontier orbital gap (alpha / beta), eV: 6.918 / 5.776
E_HOMO (alpha / beta), eV: -13.03 / -13.10

Structure (XYZ):
```
74
Properties=species:S:1:pos:R:3:forces:R:3
Re -0.78163 -0.24655 0.25675 0.4 0.5 -0.2
I -4.14359 4.31413 -4.72900 0.0 0.1 -0.1
C -2.84560 3.20990 -3.54859 0.1 0.1 0.1
C -1.72703 3.82025 -2.98489 -0.1 -0.1 0.0
C -0.87432 3.09010 -2.17195 0.1 0.2 0.0
I 0.81503 3.99414 -1.35553 -0.1 -0.1 0.0
C -1.13049 1.74988 -1.92607 0.4 -0.2 0.5
O -0.31109 1.02929 -1.10696 0.0 0.3 -0.5
C -2.22163 1.13055 -2.51851 -0.3 -0.1 -0.2
C -2.41951 -0.33237 -2.27596 0.0 0.1 0.1
N -2.59746 -0.60501 -0.79073 -0.1 -0.1 -0.1
C -3.71268 0.19078 -0.19354 -0.1 0.0 0.0
C -3.18975 1.46416 0.40512 0.2 -0.1 0.0
C -3.91314 2.63739 0.43744 -0.1 0.0 0.0
C -3.35068 3.75309 1.03642 0.0 0.0 0.0
C -2.08154 3.66205 1.59227 0.0 0.1 0.0
C -1.40744 2.46589 1.52000 -0.1 -0.2 0.0
N -1.95404 1.38044 0.93991 -0.1 0.2 0.2
C -3.08781 1.86479 -3.32418 0.1 -0.1 0.1
H -1.51617 4.86167 -3.18552 0.0 0.0 0.0
H -1.54976 -0.91208 -2.58389 0.0 -0.1 0.0
H -3.29951 -0.70768 -2.79773 0.0 0.0 0.0
H -2.84684 -1.58975 -0.70912 0.0 0.0 -0.1
H -4.17211 -0.41636 0.58993 0.0 0.0 0.0
H -4.47202 0.40102 -0.94572 0.0 0.0 0.0
H -4.89575 2.67731 -0.01300 0.0 0.0 0.0
H -3.89232 4.68942 1.05689 0.0 0.0 0.0
H -1.60579 4.51623 2.05160 0.0 0.0 0.0
H -0.40778 2.34745 1.91357 0.0 0.0 0.0
H -3.93105 1.37679 -3.79752 0.0 0.0 0.0
C 2.92530 1.14691 2.00991 0.1 0.0 0.1
C 1.90269 0.05851 2.06522 0.0 0.6 -0.2
O 0.94996 0.20980 1.25166 -0.1 -0.4 0.2
C 2.04506 -1.03407 3.00415 0.1 0.0 0.1
C 2.84433 -0.84255 4.14493 0.0 0.0 0.0
C 3.02939 -1.87158 5.04517 0.0 -0.1 0.0
C 2.45570 -3.11584 4.80297 0.0 0.0 0.0
C 1.68092 -3.32453 3.66754 0.0 0.0 0.0
C 1.46948 -2.28850 2.77843 -0.1 -0.1 -0.1
H 2.72175 1.80462 1.16976 0.0 0.0 0.0
H 3.92575 0.72198 1.92553 0.0 0.0 0.0
H 2.89738 1.73159 2.93250 0.0 0.0 0.0
H 3.29896 0.11581 4.34877 0.0 0.0 0.0
H 3.63276 -1.71256 5.92792 0.0 0.0 0.0
H 2.63372 -3.93101 5.49188 0.0 0.0 0.0
H 1.26900 -4.30307 3.46138 0.0 0.0 0.0
H 0.93709 -2.48276 1.86054 0.0 0.0 -0.1
N -1.80143 -1.39063 5.33123 0.3 -0.1 0.1
N -1.81720 -1.60057 3.99208 -0.1 -0.1 0.0
N -2.21172 -2.75230 3.48789 0.1 0.1 -0.1
C -1.97543 -2.56803 2.20018 0.1 -0.2 -0.1
N -1.46721 -1.35224 1.96636 -0.1 -0.1 0.3
N -1.37471 -0.73326 3.15139 0.0 -0.1 -0.2
H -2.43173 -2.02539 5.80209 -0.1 0.1 0.0
H -1.86426 -0.40982 5.56256 -0.1 0.0 0.0
H -2.14178 -3.32380 1.45004 0.0 0.0 0.0
O 1.87900 -2.86100 -0.20898 0.0 0.0 0.1
C 1.41330 -2.07537 -0.98481 -0.3 0.0 0.0
O 0.16832 -1.55871 -0.82627 -0.1 -0.5 0.2
C 2.10961 -1.59844 -2.20587 0.1 0.0 -0.1
C 1.54687 -0.62305 -3.01322 -0.1 0.0 0.0
C 2.24115 -0.19127 -4.12089 -0.1 0.1 -0.1
C 3.47753 -0.69167 -4.46892 0.1 0.0 0.0
C 4.00515 -1.66921 -3.64265 0.0 0.0 -0.1
C 3.35646 -2.13602 -2.52032 -0.1 0.1 0.0
N 5.33761 -2.22679 -3.97372 0.0 0.0 0.0
O 5.84229 -2.95765 -3.15359 0.0 -0.1 0.1
O 5.82075 -1.89987 -5.02912 0.0 0.1 -0.2
N 1.61954 0.86190 -4.96162 0.1 -0.1 0.1
O 0.48708 1.19844 -4.67099 -0.1 0.0 0.0
O 2.27938 1.31420 -5.86091 0.0 0.0 -0.1
H 0.58687 -0.18762 -2.78652 0.1 0.0 0.0
H 4.01144 -0.34108 -5.34097 0.0 0.0 0.0
H 3.80736 -2.90042 -1.90420 0.0 0.0 0.0
```
Positions in Å, forces in eV/Å.

Entry 2:
C29H26As2F6MgN5PS3 | ωB97M-V/def2-TZVPD

Total charge: +1
2S+1: 2
Frontier orbital gap (alpha / beta), eV: 7.281 / 6.547
E_HOMO (alpha / beta), eV: -10.41 / -11.23

Structure (XYZ):
```
73
Properties=species:S:1:pos:R:3:forces:R:3
Mg 0.54187 -0.75925 -0.29894 -0.2 0.0 0.2
S -2.49971 -1.29084 0.78290 0.0 0.1 0.0
C -2.25056 -1.47449 -0.91051 -0.1 -0.1 0.2
N -1.18647 -1.02507 -1.52452 0.2 0.0 -0.2
C -1.28370 -1.20211 -2.90741 -0.1 0.1 0.0
C -0.37056 -0.75053 -3.86190 0.0 0.0 0.0
C -0.63246 -1.00413 -5.19153 0.0 0.0 0.0
C -1.78497 -1.69414 -5.58651 0.0 0.0 0.0
C -2.70557 -2.12742 -4.65572 0.0 0.0 0.0
C -2.44837 -1.86273 -3.31312 0.0 0.0 0.0
S -3.43698 -2.20814 -1.92908 0.0 0.0 0.0
H 0.52547 -0.22365 -3.56396 0.0 0.0 0.0
H 0.06767 -0.66685 -5.94357 0.0 0.0 0.0
H -1.96015 -1.88276 -6.63663 0.0 0.0 0.0
H -3.60437 -2.64624 -4.95986 0.0 0.0 0.0
S 2.79571 -4.60453 5.77809 -0.1 0.0 0.0
N 2.29768 -3.07602 5.66037 0.1 0.0 0.0
C 1.89901 -2.90296 4.41064 0.0 0.0 0.0
C 1.38155 -1.66660 3.85703 0.0 0.0 0.0
C 1.20468 -0.51079 4.61796 0.0 0.0 0.0
C 0.69253 0.61086 4.00659 0.0 0.0 0.0
C 0.40052 0.55314 2.64715 0.0 0.1 0.0
N 0.57516 -0.53058 1.90560 0.1 -0.1 0.0
C 1.03926 -1.64519 2.50310 0.0 0.0 0.0
C 1.13620 -2.86639 1.68537 0.0 0.0 0.1
N 0.72084 -2.77964 0.41287 0.0 0.0 0.0
C 0.74717 -3.86353 -0.34679 0.0 0.0 0.0
C 1.19547 -5.09850 0.11312 0.0 0.0 0.0
C 1.63936 -5.19747 1.41149 0.0 0.0 0.0
C 1.60710 -4.06261 2.22473 0.0 -0.1 0.0
C 2.01617 -4.06713 3.61534 0.0 0.0 0.0
N 2.50208 -5.10574 4.27464 0.1 0.0 0.0
H 1.46878 -0.51923 5.66701 0.0 0.0 0.0
H 0.52713 1.52823 4.55299 0.0 0.0 0.0
H 0.01654 1.42917 2.13721 0.0 0.0 0.0
H 0.41310 -3.73998 -1.36973 0.0 0.0 0.0
H 1.19909 -5.94989 -0.55140 0.0 0.0 0.0
H 2.00903 -6.12995 1.81652 0.0 0.0 0.0
C 2.44635 2.56222 0.50854 0.0 0.0 0.0
As 0.84499 2.10618 -0.50649 -0.1 -0.1 0.0
C 1.29183 2.92292 -2.21614 -0.1 0.0 -0.1
C -0.37698 3.46390 0.20143 0.0 0.0 0.0
C 0.12196 4.76119 0.31706 0.0 0.0 0.0
C -0.65687 5.79647 0.80445 0.0 0.0 0.0
C -1.96684 5.54666 1.18502 0.1 0.0 0.0
C -2.48003 4.26513 1.07329 0.0 0.0 0.1
C -1.69710 3.21808 0.58273 -0.1 0.0 0.0
As -2.56292 1.45928 0.41125 0.1 0.0 0.1
C -4.19089 1.72765 1.43030 0.0 -0.1 -0.1
C -3.19203 1.51084 -1.42194 0.0 0.1 0.0
H 2.84095 3.51994 0.17340 0.0 0.0 0.0
H 3.19092 1.78828 0.34051 0.0 0.0 0.0
H 2.21364 2.62098 1.57099 0.0 0.0 0.0
H 1.26205 4.00809 -2.13261 0.0 0.0 0.0
H 0.58774 2.59878 -2.98099 0.0 0.0 0.0
H 2.29021 2.59627 -2.49488 0.0 0.0 0.0
H 1.14206 4.97564 0.02184 0.0 0.0 0.0
H -0.24213 6.79229 0.88485 0.0 0.0 0.0
H -2.59044 6.34450 1.56525 0.0 0.0 0.0
H -3.50408 4.09338 1.37428 0.0 0.0 0.0
H -4.83687 2.45627 0.94216 0.0 0.0 0.0
H -3.95044 2.06525 2.43689 0.0 0.0 0.0
H -4.70337 0.77088 1.48004 0.0 0.0 0.0
H -3.72430 2.44936 -1.57375 0.0 0.0 0.0
H -3.86073 0.67002 -1.60103 0.0 0.0 0.0
H -2.34403 1.45574 -2.10271 0.0 0.0 0.0
F 1.64687 -1.53285 -1.90617 0.0 0.1 -0.1
P 3.25921 -1.09334 -1.58786 -0.1 0.0 0.2
F 2.58322 -0.56481 -0.10044 0.1 0.0 0.0
F 2.86956 0.36271 -2.16192 0.0 0.0 0.0
F 3.69911 -1.59936 -3.00406 0.0 0.0 0.0
F 3.46228 -2.51905 -0.91571 0.0 0.0 0.0
F 4.67180 -0.58580 -1.12716 0.0 0.0 0.0
```
Positions in Å, forces in eV/Å.

Respective energy above the lowest of the compared OMol25 structures with the same formula, charge and spin values: 0.000; 0.000 eV.
Respective maximum force values: 0.7; 0.3 eV Å⁻¹.
Respective electronic energy values: -2887.8156; -8201.4525 hartree.